Arrangement A

23
Properties=species:S:1:pos:R:3 method="wB97M-V/def2-TZVPD" gap_ev=8.96 lumo_energy_ha=0.0238 smiles=CCc1c[nH]cn1.CC
N 1.16505 0.48209 0.65485
N -0.44771 -0.34406 1.99157
C -0.03559 1.15517 0.51480
C 0.04016 2.56837 -0.18730
C -0.51485 -3.62344 -1.90956
C -0.89049 -2.14046 -1.65512
C 0.86778 -0.59067 1.54030
C -1.06437 0.67200 1.35232
C 1.16848 2.52865 -1.20620
H -0.73437 -1.81986 -0.56435
H -0.75976 -3.72213 -2.99485
H 0.65134 2.49862 -2.15768
H -2.03476 1.06653 1.49649
H 1.74606 3.39966 -1.34616
H 0.10167 3.23914 0.72433
H -0.92818 2.83640 -0.68085
H 1.97749 1.80742 -0.80564
H -1.14332 -0.83083 2.82484
H -0.25959 -1.43816 -2.21324
H -1.83068 -1.85274 -2.00765
H 1.39902 -1.43672 1.80440
H 0.50621 -3.86014 -1.86953
H -1.13921 -4.27115 -1.43049

Arrangement B

23
Properties=species:S:1:pos:R:3 method="wB97M-V/def2-TZVPD" gap_ev=9.50 lumo_energy_ha=0.0336 smiles=Cc1c[nH]cn1.CCC
N -0.50698 -2.54784 0.61725
N -2.55366 -2.27112 1.31712
C 2.57381 1.26798 0.29031
C -1.36744 -2.87436 1.54727
C -1.20319 -1.83893 -0.32986
C 1.27098 2.02220 0.47783
C -2.49100 -1.56240 0.11564
C -0.54413 -1.24334 -1.50826
C 0.83096 2.85551 -0.68831
H -1.24630 -3.39238 2.48394
H 2.69178 0.60561 -0.56863
H -0.58361 -0.14283 -1.44058
H -0.04776 3.45469 -0.52407
H 0.54142 1.19777 0.71617
H -0.91522 -1.58005 -2.47804
H -3.37255 -1.26119 -0.40786
H 3.34988 2.01752 0.11425
H 2.80584 0.75143 1.23152
H 0.78531 2.34668 -1.65126
H -3.42448 -2.44709 1.79098
H 1.34640 2.60872 1.39902
H 0.45587 -1.65703 -1.71377
H 1.60406 3.69044 -0.79064

arrangement B takes first place; second place is 186.5 kJ/mol up.

Arrangement A

23
Properties=species:S:1:pos:R:3 method="wB97M-V/def2-TZVPD" gap_ev=9.60 lumo_energy_ha=0.0338 smiles=CCc1c[nH]cn1.CC
N -0.76433 -0.44857 0.44420
N -2.53941 -0.24952 -0.85052
C -1.84921 -1.02275 0.01267
C -1.84413 0.94282 -0.93325
C -0.78302 0.82377 -0.09391
C 0.40895 1.73762 0.04136
C 0.42387 2.90322 -0.93019
C 2.41411 -1.75079 0.49759
C 3.12784 -2.55918 1.59067
H 1.23293 1.02707 -0.03569
H 2.77167 -3.58420 1.63686
H 1.46132 3.21026 -1.09584
H 2.87731 -1.81626 -0.48158
H -2.08339 -2.07007 0.14693
H 2.83437 -2.10947 2.54472
H 0.04845 2.54674 -1.89148
H 4.21356 -2.51559 1.52785
H 0.47565 2.04783 1.09296
H 2.32396 -0.72153 0.83580
H -0.07367 3.80928 -0.61427
H -3.52924 -0.38690 -0.97982
H -2.11219 1.74206 -1.59812
H 1.39887 -2.12735 0.42310

Arrangement B

23
Properties=species:S:1:pos:R:3 method="wB97M-V/def2-TZVPD" gap_ev=8.80 lumo_energy_ha=0.0204
N -0.58127 -0.72395 -0.22962
N 0.14712 -0.90999 -1.38710
C 1.53768 1.19927 -0.46116
C 1.45431 2.20551 -1.60182
C -1.41362 1.55330 0.38674
C -0.31077 -3.03721 0.32668
C -0.61490 0.54065 0.17368
C -0.62489 -1.80469 0.71623
C -1.06920 -1.43447 2.09910
H -0.32071 -0.34644 -2.09876
H -0.00161 -3.23689 -0.68797
H 0.99343 0.08120 -0.98062
H 1.64477 1.73054 -2.56831
H -1.10946 -2.32608 2.72213
H -0.35358 -3.85123 1.03631
H 0.46047 2.65853 -1.65085
H 2.51661 0.70653 -0.41623
H -2.05891 -0.97238 2.09096
H -2.48443 1.48008 0.21881
H 2.17765 3.01883 -1.48729
H -0.38340 -0.71797 2.55749
H 1.41505 1.68700 0.50399
H -1.02034 2.49986 0.73759

Arrangement C

23
Properties=species:S:1:pos:R:3 method="wB97M-V/def2-TZVPD" gap_ev=9.05 lumo_energy_ha=0.0336
N -1.53637 1.69566 -0.02597
N 1.23701 0.57455 0.20836
C 2.65772 0.55891 -0.16221
C -0.71855 -0.02413 1.28563
C 0.49097 -1.23944 -0.44559
C -2.18482 -0.59919 -0.42612
C -1.01659 0.42065 -0.15728
C 0.70750 -0.60837 0.99484
C 0.44178 0.17610 -0.84863
H -1.53286 -1.59472 -0.44642
H -0.57148 -1.97203 -0.40449
H 2.83552 -0.36136 -0.51219
H 1.39134 -0.97143 1.76872
H 3.60632 0.85140 0.58166
H -0.98000 2.28085 0.99007
H 1.12667 -1.71605 -1.34273
H -2.96814 -0.34428 -1.33779
H 2.47519 1.27031 -1.01631
H 0.46727 0.68185 -1.77043
H -1.25342 2.04468 -1.00919
H -2.78688 -0.70754 0.47304
H -1.12954 -1.14667 1.44833
H -0.75861 0.73023 2.15471

Arrangement D

23
Properties=species:S:1:pos:R:3 method="wB97M-V/def2-TZVPD" gap_ev=9.47 lumo_energy_ha=0.0332
N 1.94941 -1.76146 0.09640
N 0.75435 -0.76734 -1.64483
C 0.69610 0.28733 0.49197
C 1.40227 0.37800 1.82990
C -0.88610 0.80818 0.49646
C -2.14919 0.63425 -0.32782
C 1.17341 -0.74876 -0.43067
C -2.08315 -0.60872 -1.20514
C 0.24109 1.61570 -0.05298
H 1.03277 -0.37363 2.52501
H -1.07816 -0.68942 -1.72525
H -2.24892 -1.51617 -0.62275
H -2.25718 1.51354 -0.96754
H 2.39645 -1.66101 0.98356
H 2.41919 -2.36064 -0.56257
H -1.13345 0.95985 1.54114
H 1.23612 1.33895 2.31164
H 2.47774 0.26702 1.74227
H 1.08860 -1.56504 -2.17882
H -3.00962 0.57245 0.34425
H 0.24572 1.71521 -1.13022
H -2.82525 -0.53911 -2.00209
H 0.55781 2.50081 0.48807

arrangement A takes first place; second place is 106.1 kJ/mol up.

Arrangement A

23
Properties=species:S:1:pos:R:3 method="wB97M-V/def2-TZVPD" gap_ev=7.54 lumo_energy_ha=0.0308
N -0.26846 -0.25812 -0.77592
N -1.54786 0.33583 1.05085
C 0.66300 1.32672 0.97755
C 0.59284 -1.67858 0.17494
C -0.25037 2.50111 -2.15560
C -0.35009 -2.63416 0.81000
C -0.43720 0.55322 0.30190
C -1.06617 1.78686 -1.39931
C 1.89160 -1.85506 -0.00330
H 0.61394 1.28191 2.06581
H 2.37035 -2.82072 0.15842
H -2.14749 1.84070 -1.49982
H -2.29538 -0.19349 0.62922
H -0.72445 -2.26717 1.76965
H 0.13169 -3.59891 1.00915
H 1.64695 0.96552 0.69059
H 2.53096 -1.09999 -0.44958
H -1.55031 0.54658 2.03370
H 0.62519 2.38526 0.72080
H 0.52971 0.01844 -1.33169
H 0.83256 2.43820 -2.05523
H -0.59203 3.24964 -2.87106
H -1.19896 -2.82379 0.14893

Arrangement B

23
Properties=species:S:1:pos:R:3 method="wB97M-V/def2-TZVPD" gap_ev=9.37 lumo_energy_ha=0.0326 smiles=CCc1c[nH]cn1.CC
N 0.52699 1.83373 0.02606
N 0.74991 -0.00858 -1.17255
C 0.56338 0.08755 3.33615
C 0.84690 0.77580 0.87803
C -1.65940 -2.44687 -1.82927
C 1.07376 1.15215 2.35093
C 0.55022 1.34799 -1.19458
C -2.70641 -1.32429 -2.28984
C 0.96576 -0.36712 0.13395
H -2.25940 -0.85605 -3.16765
H 2.17132 1.18144 2.29712
H 1.18108 -0.80492 3.34180
H 1.32066 -1.31140 0.52481
H -2.30797 -3.32273 -1.94455
H -0.45708 -0.19108 3.08894
H 0.67381 2.11039 -1.94658
H 0.46247 0.63949 4.27311
H 0.70499 -0.60804 -1.96776
H -1.38141 -2.36765 -0.77945
H 0.68728 2.16129 2.46687
H -2.84792 -0.53757 -1.52989
H -3.67922 -1.75098 -2.50978
H -0.84571 -2.30665 -2.50591

arrangement B takes first place; second place is 459.1 kJ/mol up.

Arrangement A

12
Properties=species:S:1:pos:R:3 method="wB97M-V/def2-TZVPD" gap_ev=8.88 lumo_energy_ha=0.0265 smiles=Nn1ccnc1S
S -1.10656 -0.49805 1.59599
N 0.62765 -0.42112 -0.49110
N 1.01374 -1.72919 -0.19481
N -0.51737 1.48711 -0.27649
C 1.06269 0.44273 -1.49804
C 0.36938 1.56452 -1.31650
C -0.32906 0.21348 0.21233
H 1.75111 0.13978 -2.26224
H 2.02268 -1.74322 0.05326
H -1.75106 0.65440 1.86344
H 0.82146 -2.29322 -1.01649
H 0.37463 2.52908 -1.82379

Arrangement B

12
Properties=species:S:1:pos:R:3 method="wB97M-V/def2-TZVPD" gap_ev="7.70 / 7.70" lumo_energy_ha="0.0182 / 0.0182"
S -1.42089 -1.44664 -0.08107
N -2.28132 0.01406 -0.08958
N 2.79604 -0.38144 0.01271
N 0.61476 0.03769 0.07586
C 2.86913 -1.57619 0.05418
C 1.85806 0.50842 -0.10754
C 0.21737 -1.17257 -0.10083
H -0.13543 0.69444 0.32575
H 2.00067 1.51245 -0.60482
H 3.38058 -2.10161 0.77069
H -3.07900 -0.20289 -0.63634
H -2.75561 0.10820 0.83609

arrangement A takes first place; second place is 407.2 kJ/mol up.